Entry from OMol25: 2 unconnected molecules or ions with the total composition C3H6BNO2 at a distorted geometry (ωB97M-V with the def2-TZVPD basis set).

ORCA input file:
```
! RIJCOSX wB97M-V def2-TZVPD def2/J DEFGRID3
* xyz 0 1
B -1.636 1.058 0.350
C 0.386 -0.832 0.695
C 1.276 -0.098 -1.504
C 1.187 -0.032 0.006
N -0.155 -1.764 1.257
O -1.932 0.504 1.552
O -1.617 1.611 -0.737
H 0.900 -1.048 -1.944
H 2.292 -0.255 -1.801
H 0.808 0.767 -1.790
H 1.465 1.002 0.267
H -1.778 0.914 2.440
H -1.194 -1.828 1.208
*
```

As for the HOMO energy: -0.3220 Eh. Its relative energy (zero: lowest compared OMol25 entry of this formula, charge and spin) is 51.29 kcal/mol. For the max |F|, the calculation gives 0.08010 Eh/bohr. The structure (SMILES) is CC=C=N.O=BO. The calculation puts the HOMO-LUMO gap at 8.75 eV.


Entry from OMol25: C3H6BNO2 in the gas phase at a distorted geometry (ωB97M-V with the def2-TZVPD basis set).

ORCA input file:
```
! RIJCOSX wB97M-V def2-TZVPD def2/J DEFGRID3
* xyz 0 1
B -0.620 -0.584 0.157
C -2.098 -0.997 -0.005
C -1.385 1.710 0.156
C 0.544 -1.561 -0.068
N -0.345 0.752 0.239
O -2.995 -1.641 -0.351
O -2.531 1.144 -0.090
H -1.418 2.358 1.059
H -0.885 2.270 -0.796
H 1.159 -1.549 -1.044
H 0.435 -2.586 0.244
H 1.399 -1.238 0.516
H 0.617 1.238 0.303
*
```

As for the HOMO energy (spin up / spin down): -0.3152 / -0.3152 Eh. Its relative energy (zero: lowest compared OMol25 entry of this formula, charge and spin) is 85.24 kcal/mol. For the max |F|, the calculation gives 0.07034 Eh/bohr. The calculation puts the HOMO-LUMO gap (spin up / spin down) at 7.80 / 7.80 eV.


Entry from OMol25: a molecular structure, C3H6Br2N at a distorted geometry (ωB97M-V with the def2-TZVPD basis set).

ORCA input file:
```
! RIJCOSX wB97M-V def2-TZVPD def2/J DEFGRID3
* xyz 1 1
C 2.095 0.633 -0.321
C -0.819 -1.473 0.103
C -0.938 0.922 -0.181
N -0.507 -0.307 -0.470
Br 1.854 2.009 0.871
Br 3.817 -0.029 -0.351
H -1.650 -1.424 0.806
H 0.140 -2.048 0.316
H -1.094 -2.009 -0.890
H -0.536 0.964 0.815
H -2.013 1.074 0.032
H -0.350 1.687 -0.730
*
```

As for the HOMO energy (spin up / spin down): -0.4813 / -0.4890 Eh. Its relative energy (zero: lowest compared OMol25 entry of this formula, charge and spin) is 150.87 kcal/mol. For the max |F|, the calculation gives 0.05902 Eh/bohr. The calculation puts the HOMO-LUMO gap (spin up / spin down) at 5.91 / 6.54 eV.


Entry from OMol25: a molecular structure, C3H6Br2O at a distorted geometry (ωB97M-V with the def2-TZVPD basis set).

ORCA input file:
```
! RIJCOSX wB97M-V def2-TZVPD def2/J DEFGRID3
* xyz 0 1
C 0.638 1.018 1.645
C -1.431 -1.019 -0.511
C -0.189 0.020 2.264
O -0.891 -1.583 0.516
Br 0.638 -1.272 3.280
Br -1.967 0.384 2.356
H 1.753 0.841 1.318
H 0.081 1.460 0.928
H 0.713 1.742 2.421
H -0.791 -0.513 -1.195
H -2.331 -0.439 -0.154
H -1.799 -1.931 -1.145
*
```

As for the HOMO energy (spin up / spin down): -0.2902 / -0.2904 Eh. Its relative energy (zero: lowest compared OMol25 entry of this formula, charge and spin) is 107.96 kcal/mol. For the max |F|, the calculation gives 0.10195 Eh/bohr. The calculation puts the HOMO-LUMO gap (spin up / spin down) at 6.63 / 6.63 eV.


Entry from OMol25: 2 unconnected molecules or ions with the total composition C3H6Br2O at a distorted geometry (ωB97M-V with the def2-TZVPD basis set).

ORCA input file:
```
! RIJCOSX wB97M-V def2-TZVPD def2/J DEFGRID3
* xyz 0 1
C 0.592 0.069 0.551
C -0.914 -0.857 -0.956
C 0.300 -0.981 -0.208
O -1.001 2.633 -0.139
Br -2.547 -0.794 0.038
Br 1.303 -2.538 0.093
H 0.150 1.028 0.592
H -1.683 3.247 -0.471
H 1.432 -0.015 1.180
H -1.037 0.025 -1.595
H -1.148 -1.847 -1.529
H -0.492 3.125 0.442
*
```

As for the HOMO energy: -0.3397 Eh. Its relative energy (zero: lowest compared OMol25 entry of this formula, charge and spin) is 26.83 kcal/mol. For the max |F|, the calculation gives 0.10141 Eh/bohr. The structure (SMILES) is C=C(Br)CBr.O. The calculation puts the HOMO-LUMO gap at 9.71 eV.


Entry from OMol25: 2 unconnected molecules or ions with the total composition C3H6Br2O at a distorted geometry (ωB97M-V with the def2-TZVPD basis set).

ORCA input file:
```
! RIJCOSX wB97M-V def2-TZVPD def2/J DEFGRID3
* xyz 0 3
C 1.078 -1.481 0.095
C -1.270 1.362 0.543
C 0.434 -0.158 -0.141
O -0.562 0.141 0.639
Br 1.635 1.221 -0.685
Br -0.647 -0.650 -2.508
H 1.527 -1.854 -0.823
H 1.861 -1.384 0.850
H 0.324 -2.185 0.440
H -1.738 1.515 1.514
H -2.035 1.276 -0.232
H -0.606 2.197 0.309
*
```

As for the HOMO energy (spin up / spin down): -0.2462 / -0.3850 Eh. Its relative energy (zero: lowest compared OMol25 entry of this formula, charge and spin) is 0.00 kcal/mol. For the max |F|, the calculation gives 0.03841 Eh/bohr. The calculation puts the HOMO-LUMO gap (spin up / spin down) at 7.48 / 7.03 eV. Its expectation value of S² is 2.01.